[1]
The following is a quantum chemistry calculation of an isolated ion of composition CH2BrO2S and charge -1 at a distorted geometry, from OMol25.

Structure (ORCA input):
```
! wB97M-V def2-TZVPD RIJCOSX def2/J DEFGRID3
* xyz -1 1
C 0.34962 -0.14816 -0.22184
O 2.15828 1.42044 -1.51532
O 0.44090 0.29955 -2.89779
S 0.72126 1.12359 -1.70061
Br 1.49878 -1.68979 -0.05510
H 0.42997 0.41011 0.71044
H -0.66463 -0.52003 -0.35965
*
```

* strongest force on any atom: 1.0 eV/Å
* energy relative to the best compared isomer or geometry (same formula, charge and spin): 0.0000 eV

[2]
The following is a quantum chemistry calculation of a 2-piece molecular cluster, C6H10NO3S overall at a distorted geometry, from OMol25.

Structure (ORCA input):
```
! wB97M-V def2-TZVPD RIJCOSX def2/J DEFGRID3
* xyz -1 1
C 2.46863 -2.16439 -0.36507
C 2.21344 -0.85660 -0.28473
C -0.42564 -0.69138 0.55720
C -2.50941 0.77098 -1.19486
C -2.48070 0.29425 0.27483
C 1.68025 -0.13549 0.81267
N -1.14457 0.32192 0.73119
O 2.15557 2.17301 -0.53548
O -0.42548 -1.84573 0.34106
O 0.60240 2.19701 1.47744
S 2.04052 1.59603 0.83009
H 2.84493 -2.47506 -1.30835
H 2.55488 -2.92007 0.39227
H 2.00728 -0.43818 -1.26788
H -3.39898 0.86573 -1.70327
H -2.04527 1.72853 -1.21475
H -1.81682 0.11506 -1.92587
H -3.05616 0.95833 0.99305
H -2.94095 -0.77849 0.49828
H 1.83304 -0.40716 1.83829
H -0.15696 1.69171 1.05388
*
```

* strongest force on any atom: 3.8 eV/Å
* energy relative to the best compared isomer or geometry (same formula, charge and spin): 1.9638 eV

[3]
The following is a quantum chemistry calculation of a 3-piece molecular cluster, CH7NO4 overall at a distorted geometry, from OMol25.

Structure (ORCA input):
```
! wB97M-V def2-TZVPD RIJCOSX def2/J DEFGRID3
* xyz 0 1
N 0.01954 -0.99831 0.06771
C 0.05029 -0.36317 1.30866
O -0.43259 -0.76615 2.30472
O 0.74458 0.82121 1.22086
H 0.80891 -1.30957 -0.46549
H -0.67397 -0.80924 -0.62984
H 0.34200 1.32493 1.94058
O -0.62727 2.46063 -0.95420
H -1.55343 2.54590 -0.72871
H -0.21152 2.60159 -0.09247
O 0.44499 -1.56669 -2.91586
H -0.03180 -0.92439 -2.37062
H -0.19341 -1.67188 -3.64450
*
```

* strongest force on any atom: 2.5 eV/Å
* structure (SMILES): NC(=O)O.O.O
* energy relative to the best compared isomer or geometry (same formula, charge and spin): 1.6086 eV

[4]
The following is a quantum chemistry calculation of a 2-piece molecular cluster, C5H10O overall, from OMol25.

Structure (ORCA input):
```
! wB97M-V def2-TZVPD RIJCOSX def2/J DEFGRID3
* xyz 0 1
C 0.63628 -0.85194 0.63528
C 0.09747 -1.77831 -0.41877
C 0.35569 -2.28677 0.97048
H -0.03060 -0.10364 1.05276
H 1.67351 -0.53620 0.55323
H -0.93517 -1.65374 -0.73341
H 0.76762 -2.10179 -1.21115
H -0.49986 -2.49416 1.60718
H 1.19732 -2.95550 1.12190
C -0.57538 1.82018 -1.08458
C -0.33113 2.46915 0.24883
O -0.81892 2.10075 1.29156
H -1.01233 2.56363 -1.76100
H 0.37515 1.49468 -1.52367
H -1.24452 0.96337 -0.97953
H 0.34488 3.35028 0.23088
*
```

* strongest force on any atom: 0.5 eV/Å
* structure (SMILES): C1CC1.CC=O
* energy relative to the best compared isomer or geometry (same formula, charge and spin): 1.5589 eV